{"formula": "C2H2FLiOTb", "method": "ωB97M-V with the def2-TZVPD basis set", "elements": ["H", "C", "C", "O", "Li", "Tb", "F", "H"], "xyz": [[-0.407, 1.241, -1.189], [-0.002, -1.131, -0.118], [-0.685, -0.007, -0.296], [0.045, 1.163, -0.130], [-2.228, 0.868, 1.093], [2.186, 0.996, 0.466], [1.434, -1.002, 0.032], [-0.343, -2.128, 0.141]], "atomic_forces_ev_per_a": [[2.0, 1.7, 2.3], [-0.5, -1.1, 0.5], [2.3, -2.1, 1.9], [-4.2, 0.9, -5.2], [-1.2, 0.2, 0.6], [3.6, 1.6, 1.0], [-2.2, -1.0, -0.4], [0.2, -0.2, -0.7]], "gap_ev": [5.7, 8.8], "multiplicity": 7, "lumo_energy_ev": [-17.1739, -13.8555], "charge": 3, "fmax_ha_per_bohr": 0.1314}

{"formula": "C20H28N4O6PRuS3", "method": "ωB97M-V with the def2-TZVPD basis set", "elements": ["Ru", "O", "S", "O", "O", "O", "C", "N", "C", "C", "N", "N", "C", "C", "H", "H", "H", "H", "H", "H", "H", "H", "H", "H", "H", "H", "H", "O", "S", "O", "N", "C", "S", "C", "C", "C", "C", "C", "C", "H", "H", "H", "H", "C", "P", "C", "C", "C", "C", "C", "C", "C", "H", "H", "H", "H", "H", "H", "H", "H", "H", "H", "H"], "xyz": [[0.994, 0.003, 0.174], [2.766, -1.822, 2.674], [2.759, -0.456, 2.176], [3.792, 0.451, 2.561], [2.774, -0.644, 0.552], [1.384, 0.183, 2.261], [-3.350, -1.606, 0.373], [-2.412, -0.706, 1.104], [-1.472, -1.382, 1.928], [-2.103, 0.527, 0.589], [-0.858, 0.909, 0.442], [-3.174, 1.243, 0.218], [-4.446, 1.074, 0.894], [-3.095, 2.511, -0.478], [-2.932, -2.605, 0.372], [-3.531, -1.022, -0.535], [-4.368, -1.710, 0.809], [-0.697, -1.895, 1.402], [-2.002, -2.097, 2.489], [-0.902, -0.756, 2.601], [-0.817, 1.974, 0.457], [-4.367, 0.343, 1.680], [-5.203, 0.590, 0.272], [-4.810, 1.979, 1.370], [-2.306, 2.489, -1.181], [-2.958, 3.349, 0.286], [-4.051, 2.675, -0.935], [1.891, 3.390, 2.317], [1.215, 3.465, 1.084], [-0.200, 3.730, 1.045], [1.448, 2.086, 0.129], [1.898, 2.330, -1.078], [1.963, 0.982, -2.053], [2.296, 3.727, -1.248], [2.968, 4.237, -2.336], [3.312, 5.568, -2.353], [3.023, 6.354, -1.252], [2.359, 5.820, -0.104], [1.970, 4.502, -0.131], [3.124, 3.530, -3.201], [3.694, 6.065, -3.232], [3.247, 7.414, -1.320], [2.008, 6.498, 0.684], [2.385, -2.288, -1.887], [0.749, -2.082, -1.180], [-0.648, -1.898, -2.288], [0.428, -3.643, -0.251], [-0.660, -4.453, -0.491], [-0.862, -5.672, 0.158], [-0.004, -6.027, 1.260], [1.050, -5.135, 1.588], [1.277, -3.982, 0.835], [3.036, -2.086, -1.071], [2.518, -1.522, -2.671], [2.402, -3.305, -2.255], [-0.862, -2.656, -3.094], [-0.458, -0.942, -2.840], [-1.455, -1.764, -1.537], [-1.437, -4.080, -1.215], [-1.776, -6.201, -0.065], [-0.177, -6.960, 1.732], [1.559, -5.269, 2.549], [2.102, -3.330, 1.222]], "atomic_forces_ev_per_a": [[-0.8, -0.2, 1.1], [0.0, 1.5, -0.3], [0.8, -1.2, 1.1], [-0.4, -0.6, -0.4], [-0.6, 0.5, -0.1], [-0.1, -0.2, -0.1], [-0.7, 1.7, 0.7], [-0.3, 0.1, -0.7], [1.0, 0.5, 0.6], [-1.3, -1.8, 0.2], [0.5, 1.7, -0.4], [-0.3, 0.4, 0.3], [-0.6, -1.2, 0.5], [0.0, 1.0, 2.0], [0.2, 0.0, -0.8], [0.1, -1.1, -0.6], [0.7, 0.2, 0.3], [0.5, -0.7, -0.8], [-0.6, -1.0, 0.9], [-0.4, 0.5, 0.2], [0.2, -1.6, -0.1], [0.4, 0.0, 0.5], [-0.1, 0.7, -0.4], [0.0, 0.3, -0.4], [0.8, 0.2, -0.8], [0.1, -0.9, -1.1], [-0.3, 0.1, -0.5], [0.4, 0.0, 0.4], [-0.3, 0.4, -1.0], [-0.4, -0.2, 0.2], [0.2, 0.2, 0.5], [0.1, 0.5, 1.1], [0.2, -0.1, -1.2], [0.2, -0.1, -0.2], [-0.3, -1.6, -1.4], [-0.2, 0.7, 0.2], [-0.7, -0.3, 0.9], [-0.3, 1.2, -0.5], [1.1, -0.1, -0.5], [0.0, 1.0, 0.9], [0.3, -0.3, -0.1], [0.0, -0.1, 0.3], [0.5, -0.4, -0.2], [-1.2, 0.3, -1.1], [-0.2, -0.7, 1.1], [0.0, 0.7, -1.2], [1.3, 0.6, 1.2], [-1.5, 0.1, -1.3], [1.0, 0.7, 1.7], [-0.2, 1.9, -2.5], [-1.2, -0.5, 0.2], [0.5, 0.4, 0.4], [0.9, -0.1, 0.5], [0.2, -0.6, 0.2], [0.5, -0.1, -0.2], [0.3, 0.4, 1.2], [-0.4, -0.5, 0.6], [0.0, -0.1, -0.9], [0.9, -0.8, 0.6], [0.2, -0.4, 0.0], [0.0, -0.5, 0.7], [0.2, -0.1, -0.7], [-0.9, -0.4, -0.7]], "gap_ev": [7.2, 6.7], "multiplicity": 5, "lumo_energy_ev": [-4.0427, -5.5280], "charge": 1, "fmax_ha_per_bohr": 0.0602}

{"formula": "C7H14BrF3NO3SSi", "method": "ωB97M-V with the def2-TZVPD basis set", "elements": ["C", "C", "C", "Br", "Si", "C", "C", "C", "N", "H", "H", "H", "H", "H", "H", "H", "H", "H", "H", "H", "H", "H", "H", "C", "F", "F", "F", "S", "O", "O", "O"], "xyz": [[2.051, 2.300, -1.415], [1.118, 1.732, -0.343], [0.817, 0.253, -0.598], [0.261, -0.665, 1.037], [-0.531, -0.061, -1.867], [-2.250, 0.432, -1.279], [-2.470, 1.894, -1.003], [-2.279, 2.843, -2.163], [-2.775, 2.262, 0.173], [1.695, 2.060, -2.420], [2.116, 3.387, -1.335], [3.060, 1.897, -1.301], [0.185, 2.306, -0.314], [1.578, 1.836, 0.642], [1.729, -0.274, -0.886], [-0.219, 0.763, -3.068], [-0.551, -1.483, -2.263], [-2.517, -0.137, -0.388], [-2.922, 0.131, -2.094], [-2.875, 2.523, -3.021], [-2.573, 3.856, -1.885], [-1.233, 2.859, -2.486], [-2.876, 3.276, 0.216], [1.075, -3.535, 3.804], [-0.191, -3.384, 3.363], [1.754, -2.438, 3.415], [1.026, -3.512, 5.150], [1.852, -5.086, 3.163], [1.797, -4.887, 1.730], [0.976, -6.111, 3.686], [3.173, -5.033, 3.750]], "atomic_forces_ev_per_a": [[-0.1, 0.1, 0.1], [0.0, 0.0, 0.0], [0.0, 0.0, 0.0], [-0.1, 0.0, 0.0], [0.0, 0.0, 0.0], [-0.2, 0.1, 0.0], [0.2, 0.0, 0.0], [-0.1, 0.0, 0.0], [0.0, 0.0, 0.0], [0.0, 0.0, 0.0], [0.0, -0.1, 0.0], [0.0, 0.0, -0.1], [0.1, -0.1, 0.1], [0.0, 0.0, 0.0], [0.0, 0.1, 0.0], [0.0, -0.1, -0.1], [0.0, 0.0, 0.0], [0.0, 0.0, 0.0], [0.0, 0.0, 0.0], [0.0, 0.0, 0.0], [0.0, 0.0, 0.0], [-0.1, 0.0, 0.0], [0.0, 0.0, 0.0], [0.0, 0.0, 0.0], [0.1, 0.0, 0.0], [0.0, -0.1, 0.1], [0.0, 0.0, -0.1], [0.0, 0.0, 0.0], [0.0, 0.0, 0.0], [0.0, 0.0, 0.0], [0.0, 0.0, 0.0]], "gap_ev": 7.9, "de_lowest_ev": 0.0000, "multiplicity": 1, "lumo_energy_ev": 2.3478, "charge": -1, "fmax_ha_per_bohr": 0.0049}

{"formula": "C48H34BaN3O4S7", "method": "ωB97M-V with the def2-TZVPD basis set", "elements": ["Ba", "C", "C", "C", "C", "C", "C", "C", "S", "O", "C", "C", "C", "C", "C", "C", "C", "C", "C", "C", "C", "C", "C", "C", "C", "C", "C", "C", "C", "C", "S", "O", "C", "C", "C", "C", "C", "C", "C", "H", "H", "H", "H", "H", "H", "H", "H", "H", "H", "H", "H", "H", "H", "H", "H", "H", "H", "H", "H", "H", "H", "H", "H", "H", "H", "O", "C", "S", "C", "C", "S", "S", "S", "N", "C", "N", "O", "H", "H", "H", "H", "N", "C", "C", "C", "C", "C", "C", "C", "C", "C", "H", "H", "H", "H", "S", "C"], "xyz": [[1.030, 1.697, 1.426], [-1.795, 5.941, -2.904], [-1.688, 4.564, -2.306], [-2.726, 4.037, -1.545], [-2.614, 2.790, -0.951], [-1.452, 2.062, -1.140], [-0.390, 2.563, -1.892], [-0.528, 3.812, -2.472], [-1.377, 0.492, -0.284], [-2.765, 0.145, 0.161], [-0.989, -0.592, -1.686], [-1.357, -0.243, -3.013], [-1.155, -1.115, -4.031], [-0.565, -2.384, -3.794], [-0.314, -3.304, -4.849], [0.277, -4.503, -4.602], [0.662, -4.845, -3.277], [0.425, -3.987, -2.251], [-0.216, -2.736, -2.479], [-0.454, -1.817, -1.409], [-0.171, -2.276, -0.018], [-1.046, -3.235, 0.568], [-2.235, -3.658, -0.085], [-3.057, -4.581, 0.484], [-2.744, -5.133, 1.752], [-1.629, -4.722, 2.415], [-0.759, -3.753, 1.849], [0.373, -3.277, 2.552], [1.169, -2.318, 2.013], [0.891, -1.817, 0.713], [2.123, -0.651, 0.145], [1.429, 0.471, -0.631], [2.962, -1.518, -1.141], [2.646, -1.181, -2.439], [3.224, -1.911, -3.471], [4.110, -2.947, -3.209], [4.720, -3.736, -4.336], [4.433, -3.235, -1.880], [3.870, -2.524, -0.836], [-2.816, 6.320, -2.845], [-1.490, 5.946, -3.952], [-1.146, 6.642, -2.374], [-3.627, 4.619, -1.388], [-3.406, 2.382, -0.338], [0.532, 2.012, -2.026], [0.303, 4.213, -3.038], [-1.801, 0.724, -3.204], [-1.438, -0.849, -5.043], [-0.598, -3.027, -5.858], [0.462, -5.194, -5.414], [1.157, -5.789, -3.084], [0.737, -4.240, -1.245], [-2.499, -3.221, -1.041], [-3.964, -4.874, -0.027], [-3.402, -5.866, 2.201], [-1.392, -5.116, 3.396], [0.579, -3.650, 3.548], [1.998, -1.922, 2.589], [1.962, -0.364, -2.629], [2.962, -1.673, -4.495], [4.281, -3.454, -5.292], [4.566, -4.808, -4.197], [5.797, -3.568, -4.399], [5.142, -4.026, -1.663], [4.123, -2.743, 0.193], [1.657, 1.893, 8.947], [1.861, 1.890, 7.746], [2.131, 3.326, 6.776], [2.358, 2.556, 5.208], [2.270, 1.214, 5.216], [2.482, 0.150, 3.822], [1.923, 0.439, 6.752], [2.602, 3.653, 3.853], [4.828, 2.884, 1.552], [4.950, 1.530, 1.455], [5.524, 0.904, 2.542], [4.611, 0.908, 0.443], [4.575, 3.220, 2.480], [4.265, 3.290, 0.810], [5.352, 1.388, 3.414], [5.206, -0.054, 2.609], [-9.058, 3.400, 3.269], [-7.917, 3.328, 3.140], [-6.475, 3.240, 2.974], [-5.899, 2.097, 2.424], [-4.530, 2.019, 2.253], [-3.695, 3.088, 2.622], [-4.294, 4.229, 3.185], [-5.662, 4.305, 3.358], [-2.286, 3.029, 2.408], [-1.074, 3.025, 2.176], [-6.531, 1.267, 2.131], [-4.076, 1.139, 1.815], [-3.658, 5.051, 3.484], [-6.111, 5.190, 3.791], [3.056, 3.518, -1.762], [2.270, 3.835, -0.413]], "atomic_forces_ev_per_a": [[1.2, 2.6, 2.3], [0.0, 0.0, 0.0], [0.0, 0.0, 0.0], [-0.1, 0.0, 0.1], [0.0, 0.0, -0.1], [-0.1, -0.1, -0.1], [-0.2, 0.0, 0.2], [0.0, 0.1, -0.1], [-0.7, -0.3, 0.2], [0.4, 0.0, -0.4], [-0.4, 0.2, -0.3], [0.0, 0.1, 0.4], [0.1, -0.3, -0.2], [-0.1, 0.1, -0.2], [-0.1, 0.2, 0.1], [0.2, -0.2, 0.3], [0.0, 0.0, -0.4], [-0.1, 0.2, 0.1], [0.3, -0.1, 0.2], [0.1, -0.2, -0.1], [-0.2, 0.2, -0.1], [-0.2, 0.1, 0.0], [0.0, 0.0, -0.1], [0.0, -0.1, 0.2], [-0.1, 0.1, -0.2], [0.1, 0.0, 0.0], [0.1, 0.0, 0.1], [-0.2, -0.1, 0.0], [0.1, 0.1, -0.2], [0.3, -0.6, 0.0], [0.4, 0.5, -0.8], [0.5, -1.5, -0.4], [-0.1, -0.4, 0.0], [0.2, -0.2, -0.3], [-0.1, 0.1, 0.0], [0.0, 0.0, 0.0], [0.0, 0.0, 0.0], [0.1, 0.0, 0.0], [-0.1, 0.0, -0.2], [0.0, 0.0, 0.0], [0.0, 0.0, 0.0], [0.0, 0.0, 0.0], [0.0, 0.0, 0.0], [0.0, 0.0, 0.0], [0.0, 0.0, 0.0], [0.0, 0.0, 0.0], [0.0, 0.0, 0.0], [0.0, 0.0, 0.0], [0.0, 0.0, 0.0], [0.0, 0.0, 0.0], [0.0, 0.0, 0.0], [0.0, 0.0, 0.0], [0.0, 0.0, 0.0], [0.0, 0.0, 0.0], [0.0, 0.0, 0.0], [0.0, 0.0, 0.0], [0.0, 0.0, 0.0], [0.0, 0.1, 0.0], [0.0, 0.0, 0.0], [0.0, 0.0, 0.0], [0.0, 0.0, 0.0], [0.0, 0.0, 0.0], [0.0, 0.0, 0.0], [0.0, 0.0, 0.0], [0.0, 0.0, 0.0], [0.0, 0.0, -0.1], [0.0, 0.0, 0.1], [0.0, 0.1, 0.1], [0.0, 0.5, -0.4], [0.1, -0.3, -0.6], [-0.2, -0.1, 0.2], [0.0, -0.1, 0.1], [-0.1, -0.4, 0.3], [0.1, -0.2, 0.0], [-0.3, 0.1, -0.5], [0.1, -0.1, 0.1], [0.2, -0.2, 0.2], [-0.1, 0.2, 0.0], [0.0, 0.0, 0.1], [0.0, 0.0, 0.0], [0.0, 0.1, 0.0], [-0.1, 0.0, 0.0], [0.7, -0.1, -0.1], [-0.7, 0.1, 0.1], [0.1, -0.2, -0.1], [-0.1, 0.0, 0.0], [0.2, 0.1, 0.0], [-0.1, 0.0, 0.0], [0.1, 0.1, 0.0], [0.1, 0.0, 0.0], [-1.4, 0.2, 0.2], [0.0, 0.0, 0.0], [0.0, 0.0, 0.0], [0.0, 0.0, 0.0], [0.0, 0.0, 0.0], [0.0, 0.1, -0.2], [0.0, -0.4, 0.1]], "gap_ev": [3.3, 4.3], "de_lowest_ev": 0.9358, "multiplicity": 2, "lumo_energy_ev": [3.0610, 3.0610], "charge": -2, "fmax_ha_per_bohr": 0.0724}

{"formula": "C4H7N2", "method": "ωB97M-V with the def2-TZVPD basis set", "elements": ["H", "N", "C", "N", "C", "C", "C", "H", "H", "H", "H", "H", "H"], "xyz": [[-1.228, 0.951, -3.172], [-1.358, 0.901, -2.234], [-0.391, 1.012, -1.502], [-0.758, 0.954, -0.164], [-0.232, 0.195, 0.773], [0.664, -0.838, 0.650], [1.110, -1.594, 1.666], [0.675, 1.263, -1.718], [-1.480, 1.590, 0.009], [-0.612, 0.515, 1.828], [1.114, -0.953, -0.313], [0.674, -1.631, 2.691], [1.823, -2.364, 1.487]], "atomic_forces_ev_per_a": [[0.7, 0.4, -3.6], [-2.3, -0.5, 1.2], [2.3, 0.2, -0.7], [2.5, -1.7, 2.3], [-3.3, 3.2, 2.7], [1.9, -0.8, -0.5], [-1.4, -0.2, 1.0], [-0.7, -0.5, 0.1], [-1.4, 1.0, 1.0], [0.6, -1.0, -1.9], [0.2, -0.3, -0.5], [0.3, 0.6, -0.9], [0.6, -0.3, -0.2]], "gap_ev": 9.3, "de_lowest_ev": 3.0213, "multiplicity": 1, "smiles": "[H]/N=C/[NH+]=C\\C=C", "lumo_energy_ev": -5.9216, "charge": 1, "fmax_ha_per_bohr": 0.1035}

{"formula": "H35O18", "method": "ωB97M-V with the def2-TZVPD basis set", "elements": ["O", "H", "H", "O", "H", "O", "H", "H", "O", "H", "H", "O", "H", "H", "O", "H", "H", "O", "H", "H", "O", "H", "H", "O", "H", "H", "O", "H", "H", "O", "H", "H", "O", "H", "H", "O", "H", "H", "O", "H", "H", "O", "H", "H", "O", "H", "H", "O", "H", "H", "O", "H", "H"], "xyz": [[-3.318, -1.354, -0.047], [-0.832, 1.144, -1.583], [-0.800, 3.474, -1.048], [-0.501, -2.182, 0.517], [-4.373, -0.541, 1.352], [2.214, -1.069, 1.775], [1.827, -1.884, 1.461], [2.216, -0.488, 1.002], [5.775, -1.903, 0.135], [1.678, 1.824, 4.131], [4.944, -2.288, 0.436], [-1.264, 2.136, 1.811], [-1.952, 1.724, 2.340], [-3.134, -1.308, -0.985], [1.811, -4.100, 1.278], [-1.478, -0.908, -3.546], [1.130, -3.424, 1.188], [-1.242, 2.097, -2.298], [0.207, -0.723, -3.017], [-0.286, 2.106, -2.431], [-2.253, -0.642, -2.998], [-0.674, -1.537, 1.218], [1.218, -0.916, -4.111], [-5.075, 2.349, -1.019], [-4.141, 2.481, -0.778], [-5.299, 2.049, -0.127], [-1.441, -3.123, 2.783], [-1.557, -3.306, 3.717], [-0.592, -3.504, 2.538], [0.396, -1.299, -3.796], [0.237, 4.888, 0.843], [-1.732, 0.209, -2.969], [0.930, 5.424, 0.421], [0.608, 4.986, -0.419], [5.930, -1.137, 0.689], [-4.242, -0.784, 2.296], [-0.506, -1.502, -0.174], [1.566, -4.736, 0.610], [-0.149, 3.179, -0.350], [-0.570, 2.482, 2.363], [-0.546, 2.584, 0.310], [2.364, 2.365, 3.759], [-2.832, -2.035, 0.415], [3.238, 2.090, 3.512], [-0.263, 0.123, -1.331], [-3.462, -1.337, 2.350], [-0.906, -0.554, -1.375], [3.724, -0.393, -2.975], [4.127, -0.722, -2.217], [2.911, -0.869, -3.126], [2.400, -0.007, -0.867], [1.443, -0.023, -1.130], [2.527, 0.885, -0.531]], "atomic_forces_ev_per_a": [[-0.8, 0.7, 0.2], [-0.8, 0.2, -0.6], [0.4, -1.6, 1.0], [-0.1, 0.7, 0.2], [0.6, -0.7, 0.8], [0.2, 0.3, 0.8], [0.1, 0.0, -0.2], [0.0, -0.2, -0.4], [0.1, -0.3, -0.2], [0.8, -1.2, 0.0], [-0.1, 0.2, 0.1], [-0.5, -0.3, -0.3], [0.1, 0.0, 0.2], [0.5, -0.3, -0.5], [0.0, 0.2, 0.5], [-1.2, -1.8, -0.3], [-0.3, 0.0, -0.4], [0.2, -1.2, 0.0], [0.3, -0.2, 0.1], [0.0, 0.9, -0.8], [2.1, 0.8, -1.0], [0.0, -0.5, 0.7], [0.0, 0.0, -0.5], [0.8, -0.1, 1.3], [0.2, 0.2, -1.2], [-1.0, -0.2, -0.2], [-0.3, 0.1, 0.1], [0.1, -0.1, 0.2], [0.0, -0.1, 0.0], [0.1, 0.4, 0.6], [0.5, 0.3, 1.1], [-1.9, 1.0, 1.0], [-1.4, -0.7, -1.3], [1.5, 0.9, 0.5], [-0.2, 0.1, 0.1], [-0.7, 0.8, 0.2], [0.7, -0.3, -0.6], [0.0, -0.3, -0.4], [0.2, 1.2, -0.1], [0.2, 0.1, 0.6], [-0.5, 0.3, -0.9], [-0.7, 2.5, -0.2], [0.5, -0.4, -0.6], [-0.2, -1.3, 0.3], [1.7, 0.3, 0.7], [0.1, 0.0, -0.3], [-1.4, -0.7, -0.5], [0.0, 1.1, -3.3], [0.6, -0.9, 2.1], [0.0, -0.3, 0.5], [-0.7, 0.0, 0.8], [0.2, 0.1, 0.3], [0.0, 0.2, -0.2]], "gap_ev": 8.3, "de_lowest_ev": 2.2216, "multiplicity": 1, "lumo_energy_ev": 2.0341, "charge": -1, "fmax_ha_per_bohr": 0.0679}